A 5-piece molecular cluster, C27H44Br2ClF3NO8P2 overall, computed with ωB97M-V with the def2-TZVPD basis set.

Structure (XYZ):
```
88
Properties=species:S:1:pos:R:3:forces:R:3:mulliken_charge:R:1
C 5.011876 -4.841665 -0.397032 0.48 -0.11 0.51 -0.99
C 3.557223 -4.175571 -0.035838 -2.23 0.73 -2.53 0.50
Br 3.195917 -3.764211 1.928250 0.56 -0.53 -2.51 -0.10
C 2.476695 -3.826466 -1.000423 2.88 -1.10 3.41 -0.64
Br 2.804201 -4.208649 -2.945562 -0.77 0.75 2.28 -0.04
N 1.189888 -3.161656 -0.467658 -1.49 3.27 0.46 0.43
C 1.272688 -1.623836 -0.371153 -3.26 0.08 1.16 -0.27
C 0.039029 -0.711272 0.208713 0.04 -5.57 -0.63 -0.08
C -1.330292 -1.538970 0.684835 4.77 -1.16 -0.29 0.13
P -2.746101 -0.445903 1.399175 -2.57 0.17 -0.64 0.58
O -2.984573 -0.723831 3.105805 3.83 0.71 -2.37 -0.47
O -2.367360 1.216414 1.034567 0.60 -2.24 -0.16 -0.47
C -1.422113 -3.203886 0.565585 3.54 1.85 -1.42 0.26
C -2.739191 -4.048897 1.054461 0.13 -0.08 0.73 -0.64
C -4.159283 -3.573050 0.387341 -1.35 0.06 0.01 0.24
O -4.148952 -3.441773 -1.077906 0.32 1.73 1.82 -0.56
C -5.266601 -4.768588 0.763840 -1.88 -0.06 0.17 0.56
F -5.233278 -4.934337 2.257248 -0.06 -0.10 -4.81 -0.26
F -5.043206 -6.028036 0.017361 -0.67 4.02 2.98 -0.22
F -6.678110 -4.345230 0.452865 4.82 -1.48 1.01 -0.26
C -0.050385 -3.925178 -0.049246 -0.04 3.20 0.20 -0.07
P -0.050568 -5.858778 -0.212470 -0.11 -1.22 1.32 0.27
O 1.404236 -6.495409 0.572927 -1.84 0.28 -2.45 -0.45
Cl -0.045369 -6.332916 -2.291090 0.64 0.75 1.22 -0.21
H 5.089827 -5.317264 -1.464423 -0.65 1.07 2.06 0.34
H 5.283352 -5.691758 0.386801 -0.89 1.91 -1.57 0.31
H 5.900448 -4.053562 -0.324821 -2.22 -1.40 -0.03 0.29
H 2.260579 -1.046713 -0.705531 -2.20 -1.90 0.76 0.39
H 0.121967 0.453835 0.286951 -0.03 -2.48 -0.18 0.11
H -2.057122 -0.788161 3.513699 -1.82 0.14 -0.25 0.37
H -2.283077 1.358783 0.044716 -0.33 -0.47 1.48 0.29
H -2.816574 -3.896932 2.233739 0.11 -0.21 -2.56 0.31
H -2.657520 -5.218661 0.897876 0.30 2.59 0.04 0.46
H -4.616752 -2.586162 0.877054 1.17 -2.26 -0.88 0.19
H -4.178628 -2.449117 -1.319792 -0.03 -2.36 0.80 0.36
H 1.414596 -7.462728 0.290634 -0.01 1.53 0.55 0.34
C -0.216378 3.117358 3.944680 -0.33 -0.18 0.66 -0.62
C 0.906170 3.971886 3.415150 0.09 0.55 -0.30 -0.58
C 1.918248 2.933313 2.983056 0.50 -0.14 0.10 -0.41
O 1.177919 1.771057 2.585313 -0.12 0.04 -0.01 -0.41
C -0.184606 1.933643 3.002832 -0.09 0.14 -0.53 0.57
H -1.184705 3.623899 3.960144 0.10 -0.10 -0.02 0.29
H 0.016151 2.789616 4.964902 -0.08 0.06 -0.09 0.33
H 0.559870 4.541013 2.544375 0.06 0.00 0.10 0.23
H 1.305309 4.677499 4.148167 -0.03 -0.11 -0.12 0.42
H 2.571577 2.645344 3.813477 0.04 0.09 -0.03 0.38
H 2.541086 3.275467 2.151513 -0.06 -0.14 0.04 0.09
H -0.787731 2.122558 2.108079 0.07 0.00 0.35 -0.07
H -0.538345 1.012498 3.474055 0.09 -0.09 0.01 -0.13
C 2.949172 3.168501 -2.268774 0.36 0.21 -0.50 -0.50
C 2.693385 3.558776 -0.835947 0.21 -0.02 0.55 -0.58
C 1.181462 3.573711 -0.776719 -0.37 0.31 0.08 0.21
O 0.718404 2.597100 -1.719552 0.14 -0.10 0.16 -0.44
C 1.825484 2.191213 -2.536168 -0.13 -0.25 -0.19 0.03
H 3.938898 2.736359 -2.436634 -0.19 0.02 -0.06 0.28
H 2.843228 4.046412 -2.917145 0.03 -0.13 0.03 0.26
H 3.085916 2.785343 -0.165277 -0.02 0.08 0.00 0.21
H 3.140887 4.515191 -0.553942 -0.08 -0.11 -0.01 0.42
H 0.781372 4.546999 -1.080039 0.03 0.02 0.09 0.32
H 0.798581 3.334160 0.219513 -0.06 -0.06 -0.07 -0.35
H 2.104888 1.174649 -2.238573 0.12 -0.09 -0.10 -0.21
H 1.522889 2.176532 -3.586840 -0.07 -0.05 0.15 0.34
C -6.816378 2.873645 3.952876 -0.31 -0.12 0.57 -0.56
C -5.693830 3.728173 3.423346 0.09 0.58 -0.27 -0.61
C -4.681752 2.689600 2.991252 0.32 -0.21 -0.06 -0.04
O -5.422081 1.527344 2.593509 0.05 0.24 0.10 -0.40
C -6.784606 1.689930 3.011029 -0.23 -0.28 -0.33 -0.53
H -7.784705 3.380186 3.968340 0.11 -0.10 -0.01 0.34
H -6.583849 2.545903 4.973098 -0.08 0.03 -0.10 0.25
H -6.040130 4.297300 2.552571 0.08 -0.02 0.11 0.29
H -5.294691 4.433786 4.156363 -0.02 -0.09 -0.10 0.35
H -4.028423 2.401631 3.821673 0.09 0.07 0.04 0.13
H -4.058914 3.031754 2.159709 -0.05 -0.15 0.05 0.13
H -7.387731 1.878845 2.116275 -0.08 -0.02 0.07 0.29
H -7.138345 0.768785 3.482252 0.12 0.03 -0.11 0.28
C 4.647168 -0.352536 -6.275997 -0.49 -0.43 -0.21 -0.54
C 5.366660 0.892361 -6.726880 0.55 0.17 -0.32 -0.55
C 4.945905 1.898837 -5.678257 -0.17 0.43 0.11 -0.45
O 4.729024 1.168019 -4.463352 -0.03 -0.23 -0.19 -0.32
C 4.721639 -0.233209 -4.769517 0.20 -0.01 0.39 -0.28
H 5.090944 -1.277514 -6.652772 -0.06 0.10 0.07 0.34
H 3.601091 -0.315512 -6.602631 0.11 -0.06 0.03 0.27
H 6.450249 0.732634 -6.677882 -0.12 0.06 -0.05 0.26
H 5.112490 1.203605 -7.743266 0.04 -0.01 0.15 0.33
H 4.002340 2.384268 -5.949191 0.04 0.06 -0.07 0.27
H 5.701333 2.672390 -5.512706 -0.11 -0.09 0.10 0.30
H 5.651617 -0.664321 -4.383103 -0.03 -0.10 -0.01 0.26
H 3.878376 -0.715867 -4.267880 0.02 0.10 0.06 0.12
```
Positions in Å, forces in eV/Å.

- Kohn-Sham gap (Eh) = 0.22004
- energy (Eh) = -8301.70835
- total charge = +1
- spin multiplicity = 1
- E_LUMO (Eh) = -0.193

---

C27H44BrMnNOP2S as an isolated structure, computed with ωB97M-V with the def2-TZVPD basis set.

Structure (XYZ):
```
78
Properties=species:S:1:pos:R:3:forces:R:3:mulliken_spin:R:1
C 2.621558 4.442617 -0.390572 -0.21 0.39 -0.93 0.00
C 1.574650 3.804788 -1.083695 0.66 0.24 -0.40 0.00
C 1.681692 3.626240 -2.482467 0.46 0.87 0.31 0.00
C 2.751186 4.262911 -3.122074 0.40 -0.28 0.42 0.00
N 3.728182 4.931409 -2.488301 -1.00 0.14 0.36 0.00
C 3.619676 5.046665 -1.157505 0.24 -0.50 -0.21 0.00
C 0.394635 3.440594 -0.380172 -3.00 -2.56 1.69 0.00
C -0.594280 2.935118 0.181004 1.20 0.52 -0.27 0.00
C -1.838063 2.549871 0.901099 -0.66 0.27 -0.17 -0.05
C -2.232344 1.218901 1.391148 -0.06 0.12 -1.22 0.20
C -3.515526 1.005841 1.944788 0.85 0.61 -1.18 -0.10
C -4.434916 2.025097 1.830166 -2.06 0.33 0.83 -0.01
C -4.171334 3.373677 1.425750 1.63 -1.64 0.26 0.02
C -2.814680 3.629462 1.055574 -0.02 -0.70 -0.20 -0.01
Mn -0.910964 -0.786407 1.703762 2.18 -0.32 -2.40 4.74
P 1.658830 -0.501008 0.366437 1.06 -0.57 0.58 0.07
H 0.961443 3.094523 -3.096482 -0.16 0.17 0.35 0.00
H 2.636406 4.557785 0.685884 -0.26 0.05 -0.07 0.00
H 2.832034 4.250917 -4.203842 0.00 -0.19 0.04 0.00
H 4.368346 5.665379 -0.674157 0.10 -0.18 0.00 0.00
H -2.498344 4.662588 0.747506 -0.37 -1.25 0.34 0.00
H -2.019836 0.164633 0.866981 -0.44 2.86 -0.54 -0.13
H -4.956202 4.144789 1.403867 0.52 -0.52 0.00 0.00
H -3.803646 -0.019627 2.213099 -0.14 0.62 -0.06 0.02
C 2.333558 -2.221593 0.747233 -0.30 0.15 -0.03 -0.01
C 3.588116 -2.650386 -0.010452 0.51 -0.26 -0.22 0.00
H 1.521286 -2.924758 0.506024 0.13 0.08 0.11 0.01
H 2.499062 -2.294747 1.836419 -0.14 0.17 -0.28 0.01
H 3.850702 -3.694477 0.186512 -0.31 0.04 0.07 0.00
H 3.466082 -2.564323 -1.090876 -0.08 -0.01 0.01 0.00
H 4.482390 -2.086021 0.260734 -0.35 -0.09 -0.13 0.00
C 2.039204 -0.251405 -1.462369 -0.77 0.20 0.15 0.02
C 3.398598 0.325010 -1.835444 0.47 0.13 -0.12 0.00
H 1.242890 0.439493 -1.779114 0.20 -0.04 -0.11 0.01
H 1.861124 -1.181110 -2.019317 -0.02 0.08 0.42 0.00
H 3.490630 0.489986 -2.916026 -0.34 -0.06 0.15 0.00
H 3.550034 1.300938 -1.365185 0.12 -0.15 0.01 0.00
H 4.230738 -0.343880 -1.581769 -0.33 0.21 0.02 0.00
C 2.871384 0.561412 1.329881 -0.41 0.23 -0.10 0.01
C 4.329980 0.114916 1.280537 0.42 -0.04 0.09 0.00
H 2.511050 0.533646 2.370039 0.09 -0.02 -0.22 -0.01
H 2.766642 1.606255 1.000128 -0.08 -0.25 -0.04 0.00
H 5.005326 0.775818 1.835275 -0.40 0.11 0.04 0.00
H 4.442786 -0.874834 1.731023 0.03 0.26 -0.05 0.00
H 4.711350 0.093101 0.256373 -0.07 -0.08 0.38 0.00
Br -6.242322 1.330520 2.246561 1.03 1.07 -0.28 0.00
P -1.637844 -1.714928 -0.973260 -0.22 -1.03 -0.19 0.10
C -0.487305 -2.696321 -2.069027 0.30 0.06 0.05 0.01
C -0.926425 -4.002698 -2.785688 -0.12 -0.05 -0.03 0.00
H 0.375162 -2.945865 -1.419030 -0.28 0.23 -0.42 0.00
H -0.150160 -1.971735 -2.829337 0.08 -0.23 0.29 0.00
H -0.056404 -4.371477 -3.371051 -0.55 0.26 0.35 0.00
H -1.197440 -4.815802 -2.084896 0.09 0.50 -0.27 0.00
H -1.763112 -3.857821 -3.493770 0.38 0.03 0.40 0.00
C -2.735354 -2.994586 -0.231303 -0.38 -0.11 0.38 -0.04
C -4.110931 -3.345350 -0.795534 -0.45 -0.22 -0.06 0.00
H -2.875012 -2.629350 0.800781 -0.13 -0.29 0.01 0.03
H -2.151456 -3.921833 -0.163017 0.08 0.23 0.13 0.00
H -4.638504 -4.002755 -0.084894 0.25 0.19 -0.24 0.00
H -4.771312 -2.485203 -0.949651 0.27 0.01 0.00 0.00
H -4.046069 -3.897434 -1.737634 0.09 0.16 0.07 0.00
C -2.646296 -0.596598 -2.035632 0.05 0.44 0.04 0.00
C -3.171386 -0.914637 -3.452431 -0.01 -0.17 -0.12 0.00
H -2.010720 0.300081 -2.109002 -0.23 -0.04 0.08 0.00
H -3.492236 -0.327368 -1.389334 0.08 0.13 -0.04 0.00
H -3.702170 -0.022968 -3.833811 0.24 -0.38 0.26 0.00
H -2.360902 -1.114614 -4.166825 -0.16 -0.05 0.28 0.00
H -3.885962 -1.749872 -3.487794 0.32 0.20 0.14 0.00
C -1.043170 -1.706382 4.370178 -0.62 -0.37 0.47 0.01
S 0.158717 -0.594815 3.775020 2.09 0.94 0.48 0.02
C -0.283928 1.049018 4.307601 -0.19 0.13 0.50 0.02
O 1.500000 -0.927426 4.334611 -1.38 0.14 -0.87 0.02
H -2.015569 -1.295684 4.580153 -0.33 0.54 0.21 0.00
H -0.622764 -2.142395 5.252604 0.10 -0.51 0.69 0.01
H -1.177958 -2.467553 3.612855 0.13 -0.61 -0.08 0.01
H 0.175947 1.143256 5.289812 -0.05 0.16 0.12 0.00
H 0.120645 1.792774 3.621877 0.30 -0.24 -0.08 0.00
H -1.359180 1.218021 4.353433 -0.07 -0.28 0.06 0.00
```
Positions in Å, forces in eV/Å.

- <S²> = 8.765
- Kohn-Sham gap (alpha / beta) (Eh) = 0.26811 / 0.24211
- energy (Eh) = -5990.35913
- total charge = +2
- spin multiplicity = 6
- E_LUMO (alpha / beta) (Eh) = -0.249 / -0.276

---

C27H44BrN3OP2V as an isolated structure, computed with ωB97M-V with the def2-TZVPD basis set.

Structure (XYZ):
```
79
Properties=species:S:1:pos:R:3:forces:R:3:mulliken_spin:R:1
C -3.387425 -4.510243 5.706787 -0.01 -0.28 -0.10 0.00
C -2.729224 -4.663728 4.475490 -0.18 -0.28 0.17 0.00
C -2.664797 -5.941512 3.897129 -0.13 -0.04 0.29 0.00
C -3.248034 -7.016842 4.580864 0.28 1.13 -0.17 0.00
N -3.859887 -6.846219 5.749406 -0.30 -0.63 0.37 0.00
C -3.941603 -5.645032 6.315095 0.55 0.58 -0.85 0.00
C -2.127135 -3.534465 3.815416 0.56 0.91 -0.55 0.01
C -1.597871 -2.590297 3.258439 -0.77 -1.40 0.90 0.00
C -1.039128 -1.465796 2.593068 0.29 0.18 -0.27 0.02
C -1.787085 -0.280491 2.520897 0.02 0.22 -0.14 -0.01
C -1.291568 0.809498 1.802234 0.11 -1.06 0.21 -0.02
C -0.059025 0.668035 1.163098 1.33 2.00 -1.10 -0.18
C 0.731441 -0.475385 1.259188 -0.83 -0.49 0.47 0.01
C 0.230537 -1.557867 1.987481 -0.11 0.04 -0.11 -0.02
V 0.740659 2.476572 0.312248 0.55 -0.32 3.44 2.32
P -0.705624 2.272498 -1.510487 -0.75 0.35 -0.54 -0.16
H -2.171782 -6.083419 2.938877 -0.08 -0.01 0.19 0.00
H -3.462746 -3.529594 6.169931 0.03 -0.20 -0.06 0.00
H -3.201646 -8.015878 4.147262 -0.13 0.15 0.28 0.00
H -4.452715 -5.545274 7.272849 0.08 -0.24 -0.23 0.00
H 0.790653 -2.490441 2.088932 -0.16 0.30 0.00 0.00
H -2.756985 -0.241081 3.019749 0.29 0.00 -0.14 0.00
H 1.712205 -0.541818 0.782527 -0.20 0.07 0.15 -0.01
H -1.894166 1.717702 1.746130 0.20 -0.15 -0.02 -0.02
C -0.175236 3.291031 -2.927888 0.13 0.09 -0.26 0.00
C -0.884668 2.951472 -4.241274 -0.10 0.16 -0.34 0.00
H 0.920889 3.195188 -3.003318 -0.38 -0.12 -0.06 0.00
H -0.325009 4.347364 -2.653686 -0.11 -0.28 0.03 0.00
H -0.593644 3.667249 -5.020032 -0.03 -0.19 0.16 0.00
H -0.632405 1.949051 -4.606027 0.02 0.22 0.08 0.00
H -1.975432 3.002378 -4.146212 0.36 -0.01 -0.07 0.00
C -0.979466 0.542172 -2.068600 0.46 -0.31 -0.02 0.01
C -2.409786 0.007463 -2.014562 -0.37 -0.22 -0.09 0.00
H -0.329700 -0.060644 -1.413784 -0.28 0.08 -0.18 -0.01
H -0.570868 0.441990 -3.084367 -0.17 0.15 0.19 0.00
H -2.423254 -1.036852 -2.353751 0.07 0.23 0.13 0.00
H -2.835969 0.017604 -1.002776 0.22 0.04 -0.22 0.00
H -3.092327 0.549936 -2.679263 0.23 -0.06 0.17 0.00
C -2.296142 2.945163 -0.900227 -0.25 0.01 0.04 0.03
C -3.264537 3.415389 -1.984782 -0.50 0.22 -0.04 0.00
H -2.048443 3.778467 -0.221956 -0.05 -0.10 -0.22 0.01
H -2.763883 2.176850 -0.269223 0.16 0.10 -0.20 0.00
H -4.216293 3.717058 -1.529233 0.24 -0.02 -0.05 0.00
H -2.878891 4.284403 -2.530438 -0.06 -0.22 0.12 0.00
H -3.505609 2.627072 -2.707144 0.11 0.20 0.22 0.00
Br 2.802492 3.226989 -0.650038 -0.25 -0.50 0.00 0.00
P 3.367806 -2.077032 -2.843066 -2.42 2.18 2.56 0.66
C 1.838948 -1.336725 -3.551784 0.03 -0.75 -0.99 0.06
C 1.994306 -1.164743 -5.065256 -0.21 0.18 -0.47 0.01
H 1.660640 -0.371566 -3.055448 0.31 -0.32 0.10 0.04
H 1.001161 -2.009324 -3.313543 0.29 0.10 -0.10 -0.01
H 1.015389 -1.023357 -5.535074 0.20 0.00 0.04 0.00
H 2.609716 -0.291820 -5.317296 -0.07 -0.23 0.08 0.00
H 2.456275 -2.051403 -5.519941 -0.21 0.25 0.03 0.00
C 4.136666 -0.594527 -2.071273 1.12 -0.01 -0.81 0.06
C 5.652696 -0.785328 -1.959565 0.41 0.18 0.29 0.01
H 3.676462 -0.458724 -1.082884 -0.13 -0.24 -0.23 0.05
H 3.897790 0.288769 -2.682820 0.03 -0.36 0.05 0.00
H 6.146390 0.174482 -1.776489 -0.09 -0.20 -0.02 0.00
H 5.902936 -1.444647 -1.121242 0.00 0.05 -0.19 0.00
H 6.078758 -1.215226 -2.875405 -0.07 0.20 0.23 0.00
C 2.692987 -2.991584 -1.387259 0.88 -1.06 -0.13 0.07
C 2.502730 -4.475423 -1.729493 -0.15 -0.39 0.11 0.01
H 1.741860 -2.531110 -1.079641 0.28 0.22 -0.33 0.04
H 3.412914 -2.874836 -0.562986 -0.11 -0.03 -0.29 -0.01
H 2.401074 -5.068458 -0.814485 -0.01 0.12 -0.20 0.00
H 1.600078 -4.643905 -2.329157 0.22 0.07 0.07 0.00
H 3.362395 -4.867957 -2.287805 -0.21 0.01 0.21 0.00
C 2.267923 5.561577 3.416003 0.41 0.15 0.05 0.00
N 0.813497 5.440878 3.403733 -0.90 -0.54 -0.69 0.00
C 0.145206 4.430720 2.788884 -0.16 1.46 0.21 0.00
N -1.214409 4.577852 2.718749 0.79 -0.11 -0.17 0.00
O 0.739919 3.448317 2.277927 -0.35 -0.50 -1.39 0.01
H 2.721185 4.864825 2.688618 -0.32 0.38 0.38 0.00
H 2.670741 5.364121 4.419988 -0.18 -0.08 -0.35 0.00
H 2.527752 6.596633 3.157565 0.00 -0.36 -0.05 0.00
H 0.250991 6.273726 3.592263 0.55 -0.53 0.21 0.00
H -1.779163 3.808864 2.390333 0.09 0.26 0.21 0.00
H -1.642484 5.441212 3.023818 -0.14 -0.42 0.00 0.00
```
Positions in Å, forces in eV/Å.

- <S²> = 3.800
- Kohn-Sham gap (alpha / beta) (Eh) = 0.22779 / 0.11379
- energy (Eh) = -5494.84805
- total charge = +2
- spin multiplicity = 4
- E_LUMO (alpha / beta) (Eh) = -0.229 / -0.345